C31H30N5O4PS3Ti | ωB97M-V/def2-TZVPD

HOMO-LUMO gap (spin up / spin down): 4.175 / 4.241 eV
Energy above the lowest of the compared OMol25 structures with the same formula, charge and spin: 0.2625 eV
HOMO level (spin up / spin down): -0.0034 / -0.0059 hartree
Net charge: -2

Each line ends with the Löwdin charge.
Element x y z (Å)
Ti (-0.27095, -0.36814, 1.72356)  0.359
S (-0.44322, -2.35714, 3.27359)  0.569
C (-0.77558, -3.29591, 1.86451)  -1.127
S (-0.73120, -2.46217, 0.35765)  0.573
C (-1.00638, -4.67574, 1.93470)  -0.406
C (-1.02625, -5.38255, 3.16915)  -0.294
N (-1.05162, -5.99925, 4.14622)  0.101
C (-1.21350, -5.46374, 0.76799)  -0.298
N (-1.37456, -6.14506, -0.15228)  0.105
N (-0.46852, 1.17286, 3.45038)  -0.040
C (-1.64417, 1.07906, 4.31706)  -0.245
C (-2.86623, 1.56902, 3.56354)  -0.108
C (-3.26763, 0.70018, 2.37701)  -0.641
O (-4.45821, 0.65783, 2.05226)  -0.001
O (-2.31548, 0.11038, 1.74892)  -0.204
H (0.42537, 1.07390, 3.94451)  0.052
H (-0.42096, 2.11374, 3.07477)  0.065
H (-1.52260, 1.68341, 5.22468)  0.107
H (-1.76452, 0.03800, 4.62282)  0.097
H (-2.64227, 2.56425, 3.15430)  0.116
H (-3.73311, 1.68175, 4.21378)  0.108
C (2.50355, -4.33715, -0.13694)  -0.072
C (3.39709, -3.28108, -0.77101)  -0.390
C (3.35303, -3.36841, -2.29561)  -0.079
C (3.07072, -1.86198, -0.28300)  -0.283
C (4.30102, -0.94089, -0.36244)  -0.099
O (3.82298, 0.24091, -1.03293)  -0.015
C (2.54466, -0.04906, -1.39500)  -0.367
N (2.05917, -1.16290, -1.08425)  0.180
C (1.88541, 0.99934, -2.19965)  -0.119
C (2.65691, 1.59072, -3.20356)  -0.022
C (2.10144, 2.48507, -4.09703)  -0.087
C (0.75330, 2.80919, -3.99162)  -0.082
C (0.00155, 2.25928, -2.97071)  -0.084
C (0.55158, 1.36233, -2.04967)  -0.261
P (-0.50716, 0.93962, -0.59445)  1.091
C (-2.02318, 0.44068, -1.47671)  -0.362
C (-3.30295, 0.68726, -0.98854)  -0.093
C (-4.40615, 0.10826, -1.59941)  -0.068
C (-4.24681, -0.73018, -2.69261)  -0.099
C (-2.97195, -1.00070, -3.17043)  -0.091
C (-1.86867, -0.42330, -2.56345)  -0.105
C (-0.76471, 2.65265, 0.00467)  -0.334
C (0.21464, 3.12141, 0.88318)  -0.104
C (0.13462, 4.40293, 1.40985)  -0.077
C (-0.92815, 5.22916, 1.06886)  -0.103
C (-1.90168, 4.77281, 0.19169)  -0.093
C (-1.81726, 3.49349, -0.34338)  -0.090
H (2.69911, -5.32238, -0.56912)  0.074
H (1.45433, -4.09265, -0.30483)  0.039
H (2.66377, -4.39458, 0.94098)  0.086
H (4.43042, -3.46580, -0.44896)  0.126
H (2.32612, -3.25952, -2.64197)  0.079
H (3.73590, -4.33371, -2.63653)  0.070
H (3.94716, -2.57945, -2.76845)  0.070
H (2.66499, -1.89350, 0.73284)  0.117
H (5.09130, -1.37700, -0.98208)  0.113
H (4.69651, -0.66329, 0.61103)  0.103
H (3.69946, 1.31126, -3.27778)  0.114
H (2.70984, 2.92291, -4.87841)  0.094
H (0.29873, 3.50322, -4.68806)  0.096
H (-1.03728, 2.54005, -2.86362)  0.102
H (-3.45985, 1.27729, -0.10285)  0.079
H (-5.38749, 0.28555, -1.17781)  0.104
H (-5.10988, -1.19884, -3.15117)  0.091
H (-2.83261, -1.68603, -3.99824)  0.096
H (-0.87340, -0.66773, -2.91808)  0.107
H (1.02892, 2.46702, 1.18465)  0.078
H (0.89716, 4.73396, 2.10425)  0.108
H (-1.00243, 6.22364, 1.49269)  0.092
H (-2.73697, 5.41056, -0.07194)  0.094
H (-2.58649, 3.14548, -1.02223)  0.094
O (2.38508, 1.74512, 3.67067)  -0.766
S (2.75620, 0.61952, 2.69494)  0.577
N (1.50001, 0.01473, 1.98505)  -0.619


C31H30N5O5PPtS2 | ωB97M-V/def2-TZVPD

HOMO-LUMO gap (spin up / spin down): 5.675 / 5.756 eV
Energy above the lowest of the compared OMol25 structures with the same formula, charge and spin: 0.5256 eV
HOMO level (spin up / spin down): -0.2161 / -0.3065 hartree
<S²>: 6.03
Net charge: 0
Spin multiplicity: 5

Each line ends with the Mulliken spin population.
Element x y z (Å)
Pt (-0.40591, -1.19985, 0.08686)  1.026
N (-1.15890, -3.19855, -0.81630)  0.194
C (0.06386, -3.82586, -1.33988)  -0.026
C (1.24217, -3.63682, -0.39249)  0.079
O (2.09256, -4.51450, -0.29262)  0.131
N (1.25669, -2.44385, 0.26738)  0.233
C (2.21313, -2.25560, 1.20888)  0.727
C (1.10721, -2.85825, 3.52142)  -0.013
O (2.02336, -2.47170, 4.13162)  0.028
O (0.11982, -3.27846, 3.06709)  0.037
H (-1.51447, -3.72575, -0.02580)  -0.005
H (-1.88696, -3.15849, -1.52451)  -0.030
H (0.30256, -3.34313, -2.29009)  0.008
H (-0.04909, -4.89515, -1.51942)  0.003
H (2.33422, -1.25848, 1.59736)  -0.014
H (3.00652, -2.98516, 1.30569)  -0.016
C (0.27054, -0.24635, -1.82901)  0.354
C (-0.79151, 0.50994, -2.46870)  -0.012
C (-1.20231, 1.76291, -1.97282)  0.105
C (-2.25410, 2.45201, -2.53637)  -0.034
C (-2.94715, 1.91502, -3.62676)  0.084
C (-2.55716, 0.67523, -4.13590)  -0.030
C (-1.50324, -0.00969, -3.56457)  0.056
C (-4.02124, 2.64198, -4.23780)  -0.017
N (-4.87998, 3.21970, -4.74007)  0.034
H (1.07980, 0.36362, -1.43270)  -0.049
H (0.65053, -1.06254, -2.44098)  0.009
H (-0.67845, 2.18252, -1.12268)  -0.010
H (-2.55035, 3.41582, -2.14219)  0.000
H (-3.08156, 0.26552, -4.99024)  0.000
H (-1.20307, -0.96821, -3.97464)  0.002
O (-3.58128, -2.82927, -2.73996)  0.001
C (-4.87828, -2.50166, -2.25750)  -0.001
N (-5.37278, -1.23195, -2.70138)  0.000
C (-5.34405, -0.01963, -2.04916)  0.004
O (-6.06953, 0.88427, -2.40075)  0.002
C (-4.40711, 0.16844, -0.89504)  0.004
C (-4.76837, 1.07976, 0.09073)  0.001
C (-3.89715, 1.30104, 1.13910)  0.013
C (-2.68734, 0.62699, 1.16171)  0.023
N (-2.31733, -0.21996, 0.19725)  0.019
C (-3.16923, -0.44064, -0.81097)  0.018
H (-3.58857, -2.80761, -3.70295)  0.000
H (-4.79534, -2.52004, -1.17285)  0.000
H (-5.59243, -3.26719, -2.56528)  0.000
H (-6.03133, -1.22512, -3.46628)  0.000
H (-5.71434, 1.59807, 0.00918)  0.000
H (-4.13676, 1.99115, 1.93531)  0.001
H (-1.98557, 0.77359, 1.96977)  -0.019
H (-2.81730, -1.09773, -1.59071)  -0.006
S (1.80486, 3.21075, 0.07966)  0.568
P (2.40594, 1.95138, 1.49783)  -0.028
S (0.64255, 1.00308, 1.63390)  0.532
C (3.76539, 0.88697, 1.01087)  0.035
C (4.52393, 0.25219, 1.99317)  -0.005
C (5.48088, -0.67869, 1.62391)  0.000
C (5.68024, -0.97294, 0.28219)  0.005
C (4.92998, -0.33445, -0.69550)  -0.001
C (3.96940, 0.59607, -0.33494)  -0.014
C (2.91119, 2.72947, 3.03978)  -0.009
C (2.28305, 2.42662, 4.24065)  0.002
C (2.72268, 3.02404, 5.41443)  0.005
C (3.77881, 3.92125, 5.38290)  0.000
C (4.40465, 4.22637, 4.17967)  0.006
C (3.97528, 3.62922, 3.00753)  -0.002
H (4.35878, 0.47151, 3.04100)  -0.003
H (6.06221, -1.18229, 2.38460)  -0.001
H (6.42101, -1.70842, -0.00294)  0.000
H (5.08619, -0.56906, -1.73988)  -0.001
H (3.36974, 1.09048, -1.08874)  -0.004
H (1.45507, 1.72928, 4.25426)  0.001
H (2.23769, 2.78734, 6.35205)  0.000
H (4.11775, 4.38756, 6.29879)  0.000
H (5.22692, 4.92904, 4.15710)  0.000
H (4.46238, 3.86281, 2.06774)  0.003


C31H30N7O3OsS | ωB97M-V/def2-TZVPD

HOMO-LUMO gap (spin up / spin down): 6.387 / 4.256 eV
Energy above the lowest of the compared OMol25 structures with the same formula, charge and spin: 0.0000 eV
HOMO level (spin up / spin down): -0.5566 / -0.5537 hartree
<S²>: 6.05
Net charge: +3
Spin multiplicity: 5

Each line ends with the Mulliken spin population.
Element x y z (Å)
Os (-0.10156, -0.00177, -0.37272)  2.376
C (0.14294, 4.26043, -0.20612)  -0.007
C (-0.27556, 2.84023, -0.23282)  0.087
N (0.59154, 1.84853, -0.35152)  -0.045
N (1.87914, 2.04283, -0.46952)  0.016
C (2.57564, 0.90933, -0.60862)  0.015
O (1.95274, -0.20917, -0.66042)  0.036
C (4.02194, 0.98333, -0.69032)  0.001
C (4.75754, -0.19997, -0.83702)  -0.003
C (6.13354, -0.14667, -0.91872)  0.002
C (6.78974, 1.07643, -0.85292)  -0.009
C (6.06744, 2.25423, -0.69732)  0.006
C (4.68834, 2.21503, -0.61662)  -0.013
C (-1.64596, 2.40383, -0.12852)  0.119
C (-2.73836, 3.27283, -0.02452)  0.027
C (-4.01446, 2.75133, 0.06068)  0.006
C (-4.18026, 1.36923, 0.05438)  0.019
C (-3.06296, 0.56013, -0.06402)  0.007
N (-1.82936, 1.05113, -0.15302)  0.012
H (1.22774, 4.32473, -0.21912)  0.001
H (-0.23806, 4.76653, 0.68088)  0.008
H (-0.24776, 4.78293, -1.08052)  0.009
H (4.23394, -1.14217, -0.89072)  -0.001
H (6.69954, -1.05597, -1.03642)  0.000
H (7.86594, 1.11003, -0.92242)  0.000
H (6.59064, 3.19763, -0.64622)  0.000
H (4.11474, 3.12283, -0.50592)  -0.002
H (-2.57556, 4.33803, -0.00512)  0.003
H (-4.86736, 3.40773, 0.14088)  0.000
H (-5.16106, 0.93203, 0.13898)  0.002
H (-3.14916, -0.51917, -0.09602)  0.006
N (0.12774, -1.77787, 4.01288)  0.195
C (-0.04156, -0.89957, 5.07468)  0.164
C (0.26274, -1.30937, 6.36948)  -0.037
C (0.11304, -0.42657, 7.42578)  0.071
C (-0.36356, 0.86473, 7.20568)  0.065
C (-0.67836, 1.28263, 5.92238)  -0.021
C (-0.50836, 0.41073, 4.85758)  0.115
S (-0.85666, 0.95003, 3.21228)  0.402
N (-0.44046, -0.33007, 2.25908)  0.219
C (-0.04386, -1.48787, 2.70368)  -0.014
C (0.27254, -2.53597, 1.71118)  -0.013
C (0.59684, -3.84047, 2.08718)  -0.014
C (0.93714, -4.76867, 1.11548)  0.007
C (0.96104, -4.36827, -0.20882)  -0.002
C (0.60604, -3.05877, -0.50582)  -0.001
N (0.26134, -2.17257, 0.41768)  0.046
H (0.44564, -2.70527, 4.26788)  -0.023
H (0.62104, -2.31487, 6.53988)  -0.002
H (0.37444, -0.74477, 8.42308)  0.002
H (-0.48766, 1.54423, 8.03448)  0.003
H (-1.05506, 2.27773, 5.74488)  -0.002
H (0.57674, -4.16947, 3.11418)  0.002
H (1.18594, -5.78077, 1.39268)  0.000
H (1.23854, -5.05207, -0.99522)  0.001
H (0.60724, -2.71137, -1.52992)  0.001
O (-1.41666, -1.40087, -1.83162)  0.063
C (-1.21476, -0.79117, -2.90032)  0.010
O (-0.62846, 0.30513, -2.97402)  0.063
C (-1.65546, -1.44337, -4.23342)  0.012
N (-1.53896, -0.39237, -5.28342)  0.003
C (-2.91536, 0.09153, -5.62712)  0.000
C (-3.84826, -0.58787, -4.62762)  0.000
C (-3.11576, -1.87687, -4.26182)  0.001
H (-0.96606, -2.26977, -4.42332)  0.000
H (-1.05606, -0.73057, -6.11722)  0.000
H (-0.96416, 0.35843, -4.83952)  0.003
H (-3.16156, -0.20517, -6.64452)  0.000
H (-2.95816, 1.17753, -5.55802)  0.000
H (-4.82976, -0.76917, -5.06012)  0.000
H (-3.98016, 0.03033, -3.74012)  0.000
H (-3.26806, -2.64747, -5.01512)  0.000
H (-3.44026, -2.27017, -3.30352)  -0.001